{
  "formula": "C41H64O13",
  "method": "the ωB97M-V functional and the def2-TZVPD basis",
  "e_lumo_ev": 0.477,
  "total_energy_ha": -2578.87254,
  "homo_lumo_gap_ev": 9.88,
  "symbols": ["H", "C", "C", "H", "H", "H", "H", "C", "C", "H", "H", "O", "H", "C", "H", "C", "C", "H", "H", "C", "H", "C", "O", "O", "H", "O", "H", "H", "C", "C", "H", "H", "C", "H", "C", "H", "H", "H", "O", "H", "H", "C", "H", "H", "H", "C", "H", "C", "C", "C", "H", "C", "C", "O", "C", "H", "C", "H", "O", "O", "H", "H", "H", "H", "H", "O", "H", "H", "O", "C", "C", "C", "C", "H", "C", "C", "H", "H", "C", "C", "H", "H", "C", "O", "H", "C", "C", "H", "H", "C", "H", "H", "H", "C", "H", "H", "H", "O", "C", "H", "H", "C", "O", "C", "H", "H", "H", "H", "H", "C", "H", "H", "H", "H", "H", "C", "H", "C"],
  "positions_angstrom": [[-5.780397, 1.809058, -1.737607], [-11.218572, 0.307128, -0.154150], [-3.759433, 1.037229, 2.121547], [-4.577142, 3.236579, 0.671144], [-2.739508, 2.102786, -2.276783], [10.623216, -2.888405, -0.924088], [-5.750534, -0.773891, 2.229576], [-1.927209, 0.203052, -1.691890], [-8.529070, -0.346718, 2.093067], [-1.536061, -1.718894, -0.808641], [-4.591021, 1.698816, 2.342130], [-13.422005, 1.141103, 0.391616], [1.311496, -3.073695, 0.299502], [1.891038, -2.910264, -0.605098], [2.491529, -1.264935, -1.861441], [0.460322, 0.338347, -1.575847], [5.018660, -0.305023, 0.660264], [-1.717259, -0.125425, -2.722817], [13.235572, 1.351735, -0.024493], [-2.659143, -0.523799, 0.574389], [-4.208627, 3.551368, -1.019151], [2.665324, -0.613201, 0.169703], [7.886737, -1.364354, -1.519376], [-0.762903, 0.845195, -1.178113], [7.846946, 1.326619, -1.439823], [3.997145, -0.450578, -0.298157], [-7.725085, 0.151138, 2.629904], [1.123022, 2.265307, -0.913204], [1.922759, 0.725157, 0.381394], [-10.597274, -0.826666, 0.181054], [0.992637, 0.511906, 0.922207], [2.902193, -3.280117, -0.463776], [-2.349368, -0.994868, -0.840301], [-2.481849, 2.152947, 0.119614], [-8.865537, -1.044040, -1.629365], [-2.897321, -1.381682, 1.204016], [11.520116, -0.542977, -0.929059], [10.208831, 2.388738, 1.392717], [2.622092, 1.637253, 1.174102], [4.497277, 2.805365, -0.975447], [13.657782, -1.627842, 0.876941], [-5.631129, -1.157269, 1.217036], [-8.507850, 1.945462, 0.855497], [0.516723, 0.304879, -2.688187], [-3.918086, 0.791600, -2.188387], [9.586393, 0.650632, 0.298619], [2.682082, -1.168262, 1.117953], [10.371636, 1.313340, 1.430751], [6.141089, 1.694096, -0.147800], [-11.547186, -1.640739, 1.015014], [-4.894774, -1.960403, 1.249516], [-6.240858, 1.043248, 0.224313], [-7.773258, 0.034943, -1.615198], [8.238448, 0.842040, 0.531251], [12.086928, -0.503491, 1.149469], [-9.395692, 0.310115, 2.079781], [-8.088837, -0.713185, 0.676426], [6.531496, 2.572095, 0.380854], [-8.565964, 1.585496, -0.035914], [12.339893, 1.677774, 0.133925], [6.932795, -1.195639, 1.067640], [-8.791334, -1.247335, 2.645084], [-3.215385, -1.470072, -1.303713], [4.647044, -0.623408, 1.647051], [-6.604357, 2.956252, -0.693633], [0.600091, -0.989663, -1.096057], [-11.794857, -2.595366, 0.535468], [-6.826856, -0.367858, -1.969336], [-12.715577, -0.862760, 1.128430], [1.541536, 1.264401, -1.003641], [6.209325, -1.172912, 0.251338], [5.292760, 2.155334, -1.332468], [7.350537, 0.846687, -0.583900], [-8.045326, 0.881596, -2.241245], [-5.836187, 2.180952, -0.715114], [-6.950327, -1.742188, 0.728298], [-10.840573, 1.128007, -0.729675], [-11.155658, -1.850801, 2.016548], [-3.774172, 0.536033, 0.668903], [-7.643443, 0.516173, -0.162682], [11.076412, -3.053637, 0.773797], [-3.794717, 0.200028, 2.814467], [-3.396824, 1.700040, -0.274856], [13.465033, -0.685395, 0.910130], [-5.061947, -0.474570, -0.718804], [11.213999, -1.047340, 0.002282], [6.872972, -0.564980, -0.984572], [-8.504874, -1.950190, -2.115980], [6.130875, -0.468948, -1.783503], [-12.562185, 0.307180, 0.444026], [5.909486, 2.710631, -2.033808], [11.783052, -0.989950, 2.088178], [10.000481, 0.924767, 2.378204], [11.860179, 1.015083, 1.277420], [-7.249108, -2.562721, 1.386057], [9.895316, 1.084394, -0.672698], [-9.251214, -2.421543, 0.020433], [9.857053, -0.746717, 0.272783], [-5.159298, -0.043572, 0.281050], [-2.838646, 1.584357, 2.310528], [2.417438, 1.291081, -1.650686], [-4.490883, 2.769417, -0.311033], [5.368713, 1.041796, 0.854681], [-9.241191, -1.342330, -0.162459], [4.848772, 1.305576, -1.842522], [1.420738, -3.451133, -1.421521], [-6.796935, -2.159147, -0.268026], [-1.745686, -0.073540, 0.967220], [8.613137, -1.393227, -0.869582], [-3.054068, 1.234461, -1.694914], [3.565284, 1.626349, 0.937074], [-9.741440, -0.702803, -2.177136], [12.404527, 1.371452, 2.166992], [-6.348880, 1.466326, 1.231046], [5.861924, -2.182854, 0.036646], [1.930381, -1.422685, -0.926242], [12.327861, -2.836966, -0.471099], [11.323830, -2.557925, -0.162015]],
  "forces_ev_per_a": [[-0.06, -0.04, -0.12], [0.13, -0.49, 0.16], [-0.12, -0.07, -0.25], [-0.02, 0.09, 0.04], [-0.05, 0.03, -0.09], [0.00, -0.10, -0.11], [0.06, 0.02, 0.11], [-0.37, -0.23, -0.38], [0.17, 0.03, -0.26], [-0.14, -0.04, -0.06], [-0.09, 0.10, 0.12], [0.04, -0.16, 0.07], [-0.04, -0.04, 0.14], [-0.07, 0.46, -0.24], [-0.02, -0.01, 0.11], [0.44, 0.36, -0.63], [0.07, -0.60, 0.54], [0.00, 0.06, 0.11], [-0.04, 0.06, -0.03], [-0.18, -0.07, -0.18], [0.05, 0.08, 0.04], [-0.59, 0.18, 0.13], [0.42, -0.24, -0.01], [-0.13, 0.03, 0.19], [-0.08, -0.04, 0.10], [0.08, 0.03, -0.10], [0.06, 0.05, 0.15], [0.05, 0.01, -0.06], [-0.12, -0.30, -0.46], [-0.42, 0.15, 0.00], [0.12, -0.07, -0.10], [0.12, -0.09, 0.05], [0.30, 0.16, 0.13], [-0.02, 0.00, 0.07], [0.06, -0.10, -0.09], [0.04, 0.01, 0.10], [-0.02, -0.09, 0.14], [-0.01, 0.04, 0.05], [0.38, 0.19, 0.16], [-0.09, 0.05, -0.02], [0.05, 0.06, -0.01], [-0.01, -0.11, -0.38], [-0.02, -0.01, 0.04], [-0.11, -0.04, 0.32], [-0.06, -0.04, -0.09], [0.30, 0.60, 0.02], [0.03, 0.02, -0.08], [0.13, -0.29, -0.50], [0.43, 0.29, -0.36], [0.25, -0.11, -0.06], [0.05, -0.01, 0.11], [-0.17, -0.01, -0.51], [-0.03, 0.12, 0.20], [0.05, -0.14, 0.07], [-0.65, 0.37, -0.07], [-0.06, 0.05, 0.06], [-0.21, -0.02, 0.07], [0.02, -0.13, -0.18], [-0.29, 0.22, -0.01], [0.12, 0.13, -0.33], [-0.04, -0.06, 0.02], [-0.03, -0.07, 0.11], [-0.06, -0.03, -0.08], [0.00, 0.08, -0.26], [0.02, -0.04, -0.10], [-0.25, -0.03, 0.21], [0.06, 0.06, 0.02], [0.08, 0.03, -0.05], [-0.48, -0.03, 0.25], [-0.22, -0.31, 0.38], [-0.16, 0.38, -0.33], [0.14, -0.21, 0.29], [-0.45, 0.02, -0.21], [0.12, 0.04, -0.07], [0.00, 0.16, 0.35], [0.09, 0.21, 0.16], [0.03, 0.13, -0.11], [0.02, 0.01, -0.07], [0.27, 0.00, 0.10], [0.57, -0.37, 0.08], [-0.02, -0.09, 0.11], [-0.02, -0.07, 0.12], [-0.10, 0.12, -0.09], [0.21, -0.07, -0.10], [-0.03, -0.04, -0.10], [0.59, -0.21, -0.08], [-0.16, 0.31, 0.38], [-0.05, 0.01, -0.06], [0.04, 0.11, 0.12], [-0.08, 0.36, -0.17], [0.07, 0.11, -0.08], [-0.02, 0.04, -0.09], [-0.03, 0.00, 0.06], [-0.03, -0.43, 0.67], [-0.09, -0.06, -0.08], [-0.15, -0.16, 0.15], [0.02, 0.00, 0.02], [-0.23, -0.12, 0.23], [-0.03, 0.06, 0.42], [0.12, 0.06, 0.03], [0.04, 0.04, -0.05], [0.06, -0.15, -0.12], [-0.12, -0.01, 0.14], [0.03, 0.13, -0.01], [-0.07, 0.01, -0.10], [-0.01, -0.11, -0.06], [0.00, -0.12, -0.11], [0.04, -0.02, 0.14], [-0.09, 0.00, -0.11], [0.42, -0.08, 0.20], [-0.09, 0.03, 0.09], [0.00, -0.08, -0.05], [-0.11, -0.10, -0.10], [0.00, 0.00, 0.08], [-0.01, 0.00, 0.03], [0.42, -0.23, 0.06], [0.08, -0.08, -0.06], [-0.13, 0.50, 0.07]],
  "mulliken_charge": [0.3949, -0.1433, -2.2850, 0.4193, 0.5758, 0.3989, 0.2600, -0.2121, -2.3540, 0.5452, 0.4125, -0.5894, 0.3846, -1.8831, 0.3103, -0.0674, 0.0221, 0.4922, 0.4215, -1.8352, 0.5389, -0.1272, -0.7142, -0.0776, 0.4019, -0.1096, 0.5092, 0.3812, 0.4053, -0.5292, 0.2645, 0.3901, -1.1218, 0.9530, -1.4399, 0.5258, 0.3573, 0.3990, -0.7026, 0.4030, 0.3828, -1.3981, 0.6388, 0.1798, 0.3927, -0.3043, 0.3009, -0.7436, 0.5802, -0.5528, 0.4684, 0.1874, -1.3383, -0.3176, -0.2125, 0.5745, 1.9018, 0.4214, -0.6124, -0.5411, 0.3108, 0.3250, 0.4256, 0.4888, 0.4705, -0.1234, 0.2461, 0.0237, -0.3707, -0.7820, -0.7961, -1.3965, -0.2929, 0.6864, -1.3420, -1.5865, 0.6263, 0.2484, 1.7930, -0.2003, 0.3419, 0.4555, -0.1245, -0.5650, 0.6674, 0.3925, -0.2453, 0.4130, 0.4227, 0.0845, 0.5479, 0.3611, 0.2701, -0.1961, 0.5332, 0.2974, 0.6864, -0.2564, 0.3005, 0.5071, 0.1048, -1.8573, -0.6212, 0.5524, 0.1595, 0.4247, 0.6186, 0.3525, 0.3981, -1.2536, 0.2437, 0.4942, 0.3388, 0.8615, 0.4089, 0.3267, 0.5037, -1.6870]
}